ORCA calculation (wB97M-V/def2-TZVPD) on a structure of composition C19H30F9NO2P2Pb.

Values from the calculation:
**LUMO level (spin up / spin down)**: -2.79 / -0.36 eV
**Kohn-Sham gap (spin up / spin down)**: 0.1493 / 0.2377 hartree
**HOMO energy (spin up / spin down)**: -6.86 / -6.83 eV

The geometry in XYZ format:
```
64
Properties=species:S:1:pos:R:3:forces:R:3
Pb 0.2694 0.7255 0.1778 1.1 -1.5 -1.1
P -2.4869 1.1324 1.0190 -0.8 -0.1 0.3
P 2.3301 -0.9916 -0.8807 0.2 0.2 -0.1
N -0.6153 -1.8625 0.0265 0.6 2.0 -0.4
H 0.2395 3.3348 -0.5946 0.3 0.6 -0.3
C -3.7013 1.7317 -0.2037 0.2 0.1 -0.3
H -4.5631 2.1834 0.3057 0.2 -0.1 -0.2
H -4.0263 0.8945 -0.8362 0.1 0.3 0.2
H -3.2120 2.4808 -0.8423 -0.3 -0.1 0.1
C -2.6334 2.3419 2.3760 0.2 0.2 0.1
H -3.6892 2.6027 2.5341 0.3 -0.1 0.0
H -2.0637 3.2446 2.1197 -0.2 -0.1 0.1
H -2.2050 1.9259 3.2969 -0.1 0.1 -0.2
C -3.2816 -0.3632 1.6997 0.3 -0.2 -0.1
H -4.2077 -0.1075 2.2320 0.2 0.0 -0.1
H -2.5749 -0.8569 2.3809 -0.2 0.1 -0.1
H -3.4915 -1.0595 0.8773 0.1 0.1 0.2
C 2.5093 -0.8431 -2.6956 -0.3 0.0 -0.1
H 3.5455 -1.0582 -2.9892 -0.2 0.0 0.1
H 2.2348 0.1768 -2.9935 0.1 -0.3 0.1
H 1.8263 -1.5510 -3.1827 0.2 0.2 0.1
C 3.9302 -0.3285 -0.3058 0.0 0.1 0.2
H 4.7556 -0.8533 -0.8066 -0.2 0.1 0.1
H 4.0142 -0.4435 0.7810 0.0 0.0 -0.3
H 3.9775 0.7455 -0.5255 0.0 -0.2 0.0
C 2.4571 -2.7797 -0.5315 -0.2 0.0 0.1
H 3.4437 -3.1681 -0.8190 -0.2 0.1 0.0
H 1.6638 -3.3076 -1.0743 0.2 0.1 0.2
H 2.2895 -2.9325 0.5431 0.1 0.0 -0.3
C -1.2232 -3.0085 0.0413 -0.4 -0.9 0.4
C -2.6704 -4.7480 -0.9698 0.1 0.0 0.1
C -2.0602 -3.5103 -1.0451 0.2 0.2 0.2
C -1.0790 -3.8906 1.1904 -0.3 -0.3 -0.3
C -1.7010 -5.1270 1.2369 0.0 0.2 0.0
C -2.5051 -5.5617 0.1689 0.1 0.1 -0.1
H -3.2860 -5.1053 -1.7997 0.2 0.1 0.3
H -2.1736 -2.8595 -1.9222 0.0 -0.3 0.4
H -0.4530 -3.5288 2.0101 -0.2 -0.1 -0.3
H -1.5625 -5.7654 2.1099 -0.1 0.1 -0.2
H -2.9992 -6.5323 0.2179 0.1 0.2 0.0
C 0.8934 3.1809 -1.4951 -1.1 0.6 0.9
O 0.9255 1.8024 -1.6791 0.0 -1.1 0.4
C 0.1819 3.8740 -2.6556 0.0 0.1 -0.1
H 0.3048 4.9633 -2.5749 -0.1 -0.2 -0.1
H -0.8911 3.6441 -2.6334 0.2 0.0 -0.1
H 0.5789 3.5433 -3.6249 0.0 0.1 0.2
C 2.2371 3.7959 -1.1566 0.3 0.0 -0.1
H 2.9444 3.6194 -1.9752 0.0 0.0 0.1
H 2.6309 3.3565 -0.2348 0.0 0.1 -0.3
H 2.1458 4.8800 -1.0131 0.0 -0.2 0.0
F 0.7530 3.9002 1.8747 0.4 -0.3 0.9
C 1.3965 3.4215 2.9761 -0.4 0.8 -0.2
F 2.1801 4.4258 3.4533 -0.8 -0.9 -0.3
F 0.4305 3.1828 3.9130 0.7 0.3 -0.8
C 2.2178 2.1217 2.5811 0.6 -0.5 -0.1
O 2.0412 1.6870 1.3083 -0.5 0.3 0.9
C 3.7566 2.4351 2.7162 0.9 0.3 -0.1
F 4.1456 2.7513 3.9826 -0.3 -0.3 -1.0
F 4.4979 1.3689 2.3167 -0.6 0.9 0.4
F 4.1064 3.4714 1.9011 -0.4 -0.8 0.7
C 1.8625 1.0000 3.6191 -0.3 -0.8 0.5
F 1.9931 1.3811 4.9171 0.0 -0.4 -1.1
F 0.5602 0.5965 3.4396 0.9 0.3 0.1
F 2.6248 -0.1093 3.4297 -0.6 1.0 0.2
```
Forces are in eV/Å.



ORCA calculation (wB97M-V/def2-TZVPD) on the molecule C19H30N2O4S.

Values from the calculation:
**Energy above the lowest of the compared OMol25 structures with the same formula, charge and spin**: 9.4 kcal/mol
**LUMO level**: 0.76 eV
**Kohn-Sham gap**: 0.3662 hartree
**HOMO energy**: -9.20 eV
**SMILES string**: CCOC(=O)C1(CCCc2ccccc2)CCN(S(=O)(=O)N(C)C)CC1

The geometry in XYZ format:
```
56
Properties=species:S:1:pos:R:3:forces:R:3
C -1.4346 -2.8201 0.1297 0.3 0.3 0.2
C -0.1273 -2.3868 0.7774 -0.1 -0.5 -0.3
O -0.1040 -0.9794 1.0214 -0.1 0.1 0.4
C 0.1868 -0.1888 -0.0060 -0.1 0.3 -0.3
O 0.3748 -0.5905 -1.1291 -0.2 -0.1 -0.1
C 0.1761 1.2841 0.3935 -0.1 0.1 0.1
C -1.2810 1.7746 0.3381 0.1 -0.2 -0.3
C -1.8872 1.7641 -1.0647 -0.1 0.2 0.2
C -3.4143 1.9148 -1.0156 0.2 -0.1 -0.1
C -4.0577 0.7102 -0.3899 -0.1 0.1 0.0
C -4.1643 -0.4745 -1.1087 0.0 0.0 0.0
C -4.7195 -1.6029 -0.5340 0.0 -0.1 0.0
C -5.1744 -1.5641 0.7738 -0.1 -0.1 0.0
C -5.0747 -0.3896 1.4986 0.0 0.0 0.1
C -4.5205 0.7389 0.9190 0.0 0.0 0.0
C 1.0951 2.0480 -0.5692 0.0 -0.3 0.1
C 2.5635 1.7491 -0.2164 0.1 0.5 -0.4
N 2.6119 0.5261 0.5583 0.9 -0.6 -0.3
S 4.1054 -0.2195 0.5878 -0.2 0.2 -0.4
O 3.9400 -1.4577 1.2875 -0.2 -0.2 0.0
O 5.1071 0.6877 1.0645 0.2 0.1 -0.2
N 4.3627 -0.4633 -1.0501 -0.2 0.3 1.0
C 5.7630 -0.6766 -1.3581 0.4 0.1 0.1
C 3.4792 -1.4790 -1.5826 -0.4 -0.3 -0.1
C 2.0963 0.7273 1.9030 0.0 -0.2 0.8
C 0.7327 1.4277 1.8162 0.1 -0.1 -0.2
H -1.5264 -2.3733 -0.8567 0.0 0.0 -0.1
H -1.4513 -3.9016 0.0304 0.0 -0.2 0.0
H -2.2805 -2.5034 0.7357 -0.1 0.0 0.0
H 0.7239 -2.6487 0.1411 -0.1 0.0 0.2
H -0.0045 -2.8428 1.7616 0.0 0.1 -0.1
H -1.3257 2.7876 0.7464 0.0 0.0 0.1
H -1.8755 1.1263 0.9862 0.0 0.1 0.1
H -1.6388 0.8269 -1.5638 0.0 0.0 -0.1
H -1.4682 2.5802 -1.6554 0.1 0.0 -0.1
H -3.6713 2.8127 -0.4501 -0.1 0.0 0.0
H -3.7866 2.0361 -2.0353 -0.1 0.1 0.0
H -3.8112 -0.5093 -2.1296 0.0 0.0 -0.1
H -4.7972 -2.5161 -1.1058 0.0 -0.1 -0.1
H -5.6075 -2.4452 1.2241 0.0 -0.1 0.0
H -5.4301 -0.3509 2.5182 0.0 0.0 0.1
H -4.4514 1.6549 1.4893 0.0 0.1 0.0
H 0.8850 1.7163 -1.5850 0.0 0.1 0.0
H 0.9009 3.1183 -0.4996 0.0 0.0 0.0
H 3.0124 2.5728 0.3556 0.0 0.0 0.0
H 3.1647 1.5864 -1.1097 -0.1 0.2 0.0
H 6.3348 0.0610 -0.8012 0.2 0.0 -0.2
H 5.9146 -0.5313 -2.4278 0.0 0.0 0.0
H 6.0981 -1.6806 -1.0750 0.0 0.0 0.0
H 2.4534 -1.1587 -1.4214 -0.1 -0.2 -0.1
H 3.6597 -1.5763 -2.6520 0.0 0.0 0.0
H 3.6414 -2.4445 -1.0921 0.0 -0.1 -0.1
H 2.8062 1.3219 2.4955 -0.1 0.0 0.0
H 2.0156 -0.2616 2.3549 -0.1 0.2 0.1
H 0.0444 0.9922 2.5387 0.0 0.1 0.0
H 0.8362 2.4910 2.0384 0.0 0.0 0.0
```
Forces are in eV/Å.



ORCA calculation (wB97M-V/def2-TZVPD) on the ion C19H30N3O4 with charge +1.

Values from the calculation:
**Energy above the lowest of the compared OMol25 structures with the same formula, charge and spin**: 4.9 kcal/mol
**LUMO level**: -2.38 eV
**Total charge**: +1
**Kohn-Sham gap**: 0.3043 hartree
**HOMO energy**: -10.66 eV
**SMILES string**: CCCCOc1ccc(NC(=O)C[NH+]2CCN(C(=O)OCC)CC2)cc1

The geometry in XYZ format:
```
56
Properties=species:S:1:pos:R:3:forces:R:3
C 5.6980 -0.2255 6.1924 -0.1 -0.2 0.0
C 5.2348 -1.5258 5.5477 0.0 0.2 -0.2
C 5.0246 -1.3618 4.0444 -0.1 -0.4 0.0
C 4.5818 -2.6738 3.3965 0.2 0.2 0.4
O 4.4222 -2.5611 1.9909 0.1 -0.1 -0.3
C 3.3290 -1.9876 1.4671 -0.3 0.2 -0.3
C 2.2266 -1.5145 2.1831 0.3 -0.2 0.1
C 1.1503 -0.9663 1.5151 -0.1 0.1 -0.4
C 1.1460 -0.8727 0.1289 0.5 -0.3 0.3
N 0.0046 -0.2987 -0.4812 -0.3 0.1 0.1
C -0.2354 -0.1007 -1.7648 -0.6 0.3 -0.3
O 0.4835 -0.3667 -2.7295 0.3 -0.2 0.2
C -1.6020 0.5472 -2.1214 0.2 -0.2 0.6
N -1.5537 0.6872 -3.5871 0.9 -0.4 -0.3
C -2.5844 -0.0740 -4.3188 -0.5 -0.4 -0.3
C -3.9887 0.5054 -4.0215 -0.2 -0.2 0.0
N -3.8406 1.7988 -3.4039 -0.2 0.0 -0.1
C -4.2543 2.1024 -2.1342 0.0 -0.2 -0.1
O -3.9001 3.1003 -1.5589 0.0 0.3 0.3
O -5.0567 1.1557 -1.6322 0.1 0.0 -0.3
C -5.6014 1.4128 -0.3284 0.0 0.2 0.6
C -4.6221 1.0397 0.7738 -0.1 0.1 -0.4
C -2.9294 2.6845 -4.0833 0.0 0.2 0.1
C -1.5045 2.0832 -4.0711 0.0 0.7 -0.2
C 2.2399 -1.3381 -0.5959 -0.1 0.1 -0.1
C 3.3113 -1.8862 0.0691 0.1 0.0 0.4
H 4.9617 0.5613 6.0434 0.0 0.1 0.0
H 5.8420 -0.3622 7.2607 0.0 0.1 0.1
H 6.6402 0.1004 5.7586 0.1 0.1 0.0
H 4.3007 -1.8503 6.0124 0.0 -0.1 0.0
H 5.9791 -2.3043 5.7242 0.0 -0.1 0.0
H 5.9561 -1.0403 3.5749 0.0 0.0 -0.1
H 4.2779 -0.5858 3.8600 0.0 0.1 0.0
H 5.3634 -3.4279 3.5190 -0.2 0.0 0.0
H 3.6639 -3.0525 3.8613 0.1 0.0 -0.1
H 2.1934 -1.5708 3.2585 0.0 0.0 0.1
H 0.3043 -0.6060 2.0838 -0.1 0.0 0.1
H -0.7034 -0.0074 0.1829 0.0 0.0 -0.3
H -1.7142 1.5135 -1.6272 -0.1 0.0 -0.1
H -2.4189 -0.1061 -1.8115 0.0 0.1 -0.1
H -0.5695 0.2207 -3.7397 -0.7 0.3 0.0
H -2.3540 0.0011 -5.3830 0.1 0.0 0.1
H -2.5235 -1.1250 -4.0331 0.1 0.1 0.0
H -4.5572 -0.1361 -3.3496 0.1 0.0 -0.2
H -4.5535 0.6025 -4.9544 0.1 -0.1 0.1
H -5.8650 2.4711 -0.2583 0.0 -0.2 -0.1
H -6.5018 0.7992 -0.2823 0.1 0.1 0.0
H -5.1037 1.1767 1.7369 0.0 0.0 0.1
H -4.3185 -0.0012 0.6808 0.0 -0.1 0.0
H -3.7468 1.6839 0.7311 0.1 0.1 0.0
H -2.9528 3.6470 -3.5705 0.1 -0.1 -0.2
H -3.2787 2.8247 -5.1095 0.1 0.0 0.0
H -1.0804 2.0834 -5.0765 0.0 -0.1 0.1
H -0.8370 2.6522 -3.4234 0.0 -0.1 0.0
H 2.2515 -1.2715 -1.6703 0.0 0.0 0.0
H 4.1652 -2.2538 -0.4758 0.1 0.0 -0.1
```
Forces are in eV/Å.